Entry from the Open Molecules 2025 dataset: 6 unconnected molecules or ions with the total composition C4H19N2O7 in a non-equilibrium geometry (ωB97M-V/def2-TZVPD).

Each line ends with the Löwdin charge.
CARTESIAN COORDINATES (ANGSTROEM)
O (1.67, 1.72, -1.66)  -0.01
C (1.30, 1.61, -0.48)  -0.50
N (1.73, 0.59, 0.27)  0.11
C (2.23, -0.72, -0.30)  -0.40
O (2.09, -1.69, 0.61)  -0.22
C (0.43, 2.69, 0.11)  -0.16
N (-0.81, 2.29, 0.78)  -0.10
C (-1.72, 1.56, -0.13)  -0.09
H (1.22, 0.38, 1.12)  0.11
H (1.72, -0.82, -1.27)  0.10
H (3.28, -0.52, -0.63)  0.11
H (0.86, 3.42, 0.79)  0.11
H (0.17, 3.25, -0.80)  0.12
H (-0.61, 1.71, 1.59)  0.05
H (-1.31, 1.58, -1.14)  0.07
H (-1.78, 0.52, 0.17)  0.04
H (-2.73, 1.95, -0.12)  0.08
H (-0.92, -3.73, -1.01)  0.04
H (-0.74, -3.04, 0.38)  0.00
O (-1.39, -3.43, -0.23)  -0.07
H (0.54, -2.57, 2.77)  0.04
H (0.90, -1.95, 1.24)  -0.02
O (0.15, -2.33, 1.92)  -0.20
H (0.42, 1.65, -3.15)  -0.02
H (-0.60, 0.50, -3.07)  0.04
O (-0.34, 1.28, -3.61)  -0.09
H (-2.34, -1.20, -0.05)  -0.03
H (-3.26, -2.25, -0.66)  0.02
O (-3.12, -1.30, -0.57)  -0.07
H (-1.22, -0.69, 2.26)  0.02
H (0.09, -0.62, 2.86)  0.01
O (-0.76, -0.16, 2.94)  -0.10

Calculated values
Net charge   -1
E_HOMO   -5.2 eV
Relative energy (zero: lowest compared OMol25 entry of this formula, charge and spin)   30.6 kcal/mol
Largest force on an atom   1.89 eV/Å
Lowest unoccupied orbital energy   3.21 eV

***

Entry from the Open Molecules 2025 dataset: 4 unconnected molecules or ions with the total composition C4H19N3O4 in a non-equilibrium geometry (ωB97M-V/def2-TZVPD).

Each line ends with the Löwdin charge.
CARTESIAN COORDINATES (ANGSTROEM)
C (0.08, -0.51, 0.49)  -0.15
N (-0.35, -1.22, -0.79)  -0.04
C (0.71, -1.86, -1.61)  -0.26
N (0.76, -1.04, -2.86)  -0.01
C (-1.02, 0.53, 0.79)  -0.30
C (-0.75, 1.93, 0.12)  -0.14
O (0.17, 1.73, -1.00)  -0.14
N (-1.32, 0.81, 2.28)  0.02
H (0.38, -1.23, 1.31)  0.12
H (1.00, 0.09, 0.17)  0.10
H (-1.21, -1.60, -0.95)  0.03
H (1.71, -1.97, -1.27)  0.09
H (0.61, -2.94, -1.95)  0.11
H (-0.16, -1.04, -3.47)  0.12
H (1.16, -0.24, -2.61)  -0.06
H (-1.90, 0.05, 0.48)  0.07
H (-1.61, 2.41, -0.23)  0.09
H (-0.12, 2.65, 0.68)  0.13
H (-0.19, 1.20, -1.73)  0.08
H (-0.75, 0.34, 2.90)  -0.03
H (-1.18, 1.81, 2.66)  0.10
H (2.56, 1.75, -1.20)  0.01
H (3.61, 0.78, -1.68)  0.05
O (2.89, 0.88, -1.02)  -0.05
H (2.32, 0.09, 2.93)  -0.05
H (1.04, -0.07, 3.75)  0.07
O (1.80, 0.54, 3.48)  -0.03
H (-3.28, -1.76, 0.88)  0.09
H (-4.23, -1.65, -0.43)  0.05
O (-3.31, -1.79, -0.14)  -0.09

Calculated values
Structure (SMILES)   NCNC[C@@H](N)CO.O.O.O
E_HOMO   -7.8 eV
Relative energy (zero: lowest compared OMol25 entry of this formula, charge and spin)   78.8 kcal/mol
Largest force on an atom   6.89 eV/Å
Lowest unoccupied orbital energy   0.66 eV

***

Entry from the Open Molecules 2025 dataset: 5 unconnected molecules or ions with the total composition C4H19NO4S in a non-equilibrium geometry (ωB97M-V/def2-TZVPD).

Each line ends with the Löwdin charge.
CARTESIAN COORDINATES (ANGSTROEM)
C (0.44, 1.32, -1.05)  -0.30
C (0.80, 2.03, 0.27)  -0.23
C (1.17, 0.95, 1.31)  -0.52
S (0.95, 1.42, 3.05)  0.80
C (-0.77, 1.06, 3.30)  -0.45
N (1.46, 0.49, -1.68)  0.00
H (-0.51, 0.82, -0.86)  0.10
H (0.28, 2.08, -1.82)  0.11
H (1.65, 2.68, 0.08)  0.11
H (-0.01, 2.58, 0.75)  0.10
H (0.57, 0.06, 1.14)  0.04
H (2.22, 0.64, 1.25)  0.07
H (-1.40, 1.95, 3.30)  0.03
H (-0.95, 0.37, 4.13)  0.03
H (-1.16, 0.35, 2.55)  0.03
H (2.39, 0.90, -1.67)  0.08
H (1.56, -0.38, -1.16)  0.03
H (-1.26, -2.83, 1.08)  0.05
H (-1.63, -1.89, -0.04)  0.00
O (-0.94, -2.04, 0.63)  -0.05
H (1.31, -1.79, 0.60)  0.00
H (1.80, -2.94, -0.18)  0.05
O (2.06, -2.03, 0.04)  -0.07
H (0.01, -0.71, -2.61)  0.03
H (-0.75, 0.37, -3.50)  0.06
O (-0.84, -0.46, -3.01)  -0.07
H (-2.21, -1.17, -2.00)  0.00
H (-3.50, -1.90, -2.23)  0.05
O (-2.73, -1.92, -1.64)  -0.08

Calculated values
Structure (SMILES)   CSCCCN.O.O.O.O
E_HOMO   -8.3 eV
Relative energy (zero: lowest compared OMol25 entry of this formula, charge and spin)   0.0 kcal/mol
Largest force on an atom   1.94 eV/Å
Lowest unoccupied orbital energy   0.54 eV

***

Entry from the Open Molecules 2025 dataset: 5 unconnected molecules or ions with the total composition C4H19NO5 in a non-equilibrium geometry (ωB97M-V/def2-TZVPD).

Each line ends with the Löwdin charge.
CARTESIAN COORDINATES (ANGSTROEM)
O (-4.88, 2.65, -2.16)  -0.05
H (-4.48, 1.79, -2.12)  0.03
H (-4.99, 2.83, -3.09)  0.03
O (-2.57, -1.85, -0.95)  -0.05
H (-3.10, -2.43, -1.49)  0.02
H (-2.08, -2.44, -0.38)  0.03
O (2.33, -4.14, 0.70)  -0.06
H (2.32, -3.30, 1.16)  0.02
H (3.25, -4.37, 0.63)  0.03
O (-4.52, -4.72, -4.00)  -0.05
H (-4.54, -3.86, -4.42)  0.03
H (-5.20, -5.22, -4.44)  0.03
C (1.36, 2.13, 2.84)  -0.07
C (1.48, 1.03, 1.82)  -0.48
C (2.53, 1.32, 0.76)  -0.19
O (2.23, 2.45, -0.06)  -0.19
C (1.34, 2.14, -1.14)  -0.10
N (1.81, -0.21, 2.46)  0.03
H (1.00, 3.08, 2.46)  0.08
H (2.31, 2.35, 3.33)  0.08
H (0.67, 1.80, 3.62)  0.08
H (0.50, 0.87, 1.37)  0.14
H (2.73, 0.50, 0.08)  0.12
H (3.44, 1.66, 1.27)  0.13
H (1.60, 1.25, -1.71)  0.09
H (1.30, 2.95, -1.86)  0.08
H (0.31, 2.08, -0.80)  0.08
H (1.19, -0.33, 3.24)  0.07
H (2.69, 0.02, 2.89)  0.07

Calculated values
Structure (SMILES)   COC[C@H](C)N.O.O.O.O
E_HOMO   -9.7 eV
Relative energy (zero: lowest compared OMol25 entry of this formula, charge and spin)   34.6 kcal/mol
Largest force on an atom   1.24 eV/Å
Lowest unoccupied orbital energy   0.51 eV

***

Entry from the Open Molecules 2025 dataset: 6 unconnected molecules or ions with the total composition C4H19NO5 in a non-equilibrium geometry (ωB97M-V/def2-TZVPD).

Each line ends with the Löwdin charge.
CARTESIAN COORDINATES (ANGSTROEM)
C (1.42, 0.94, -1.82)  -0.17
C (0.25, 0.79, -0.87)  -0.23
C (0.23, 1.89, 0.15)  -0.20
C (-0.94, 2.39, 0.44)  -0.04
N (2.26, -0.33, -1.48)  -0.04
H (2.02, 1.79, -1.71)  0.08
H (1.16, 0.80, -2.87)  0.11
H (0.27, -0.05, -0.19)  0.07
H (-0.67, 0.86, -1.43)  0.11
H (1.18, 2.26, 0.44)  0.10
H (-1.97, 2.19, -0.21)  0.13
H (-1.13, 3.24, 1.09)  0.05
H (3.05, -0.39, -2.00)  0.02
H (2.32, -0.41, -0.38)  0.12
H (1.76, -2.08, -1.36)  -0.03
H (0.18, -1.99, -1.26)  0.10
O (1.05, -2.54, -0.89)  -0.17
H (1.78, -1.56, 1.92)  -0.03
H (1.94, -0.73, 3.06)  0.13
O (1.19, -1.19, 2.50)  -0.05
H (-1.70, -2.05, 1.25)  0.09
H (-1.62, -2.57, -0.31)  -0.03
O (-1.43, -1.98, 0.31)  -0.01
H (-1.36, 1.10, 2.25)  0.02
H (-0.65, -0.24, 1.93)  0.03
O (-1.55, 0.18, 2.06)  -0.08
H (-2.81, 0.05, 0.45)  -0.07
H (-2.84, -0.53, -0.79)  0.07
O (-3.38, 0.17, -0.27)  -0.09

Calculated values
Structure (SMILES)   C=CCCN.O.O.O.O.O
E_HOMO   -9.5 eV
Relative energy (zero: lowest compared OMol25 entry of this formula, charge and spin)   93.4 kcal/mol
Largest force on an atom   7.05 eV/Å
Lowest unoccupied orbital energy   0.28 eV

***

Entry from the Open Molecules 2025 dataset: 6 unconnected molecules or ions with the total composition C4H19NO7 in a non-equilibrium geometry (ωB97M-V/def2-TZVPD).

Each line ends with the Löwdin charge.
CARTESIAN COORDINATES (ANGSTROEM)
C (-0.78, -0.01, -2.02)  -0.18
N (-1.02, -0.79, -0.79)  0.09
C (-0.05, -1.37, -0.08)  -0.58
O (1.02, -1.66, -0.88)  0.10
O (-0.08, -1.73, 1.08)  0.04
C (-0.25, 1.39, -1.75)  -0.24
C (0.23, 2.08, -3.01)  -0.11
H (-0.29, -0.65, -2.75)  0.12
H (-1.79, 0.10, -2.43)  0.12
H (-1.92, -0.79, -0.34)  0.11
H (1.81, -1.80, -0.34)  0.09
H (0.52, 1.22, -0.97)  0.11
H (-0.98, 2.05, -1.29)  0.11
H (0.83, 2.98, -3.03)  0.07
H (0.83, 1.36, -3.61)  0.08
H (-0.67, 2.13, -3.63)  0.07
H (-3.98, 0.18, 0.28)  0.06
H (-3.55, 1.54, 0.36)  0.06
O (-3.15, 0.66, 0.43)  -0.05
H (0.67, -1.30, 4.10)  0.03
H (0.58, -1.06, 2.59)  -0.03
O (1.15, -0.94, 3.36)  -0.07
H (2.24, 0.73, 1.09)  -0.03
H (1.24, 1.04, 2.14)  0.03
O (1.92, 1.48, 1.61)  -0.05
H (-2.23, -1.00, 3.00)  0.02
H (-1.24, -2.24, 2.83)  0.02
O (-1.82, -1.75, 3.43)  -0.06
H (4.22, -0.90, -0.14)  0.06
H (3.16, -0.52, 0.84)  0.05
O (3.38, -0.46, -0.10)  -0.03

Calculated values
Structure (SMILES)   CCCNC(=O)O.O.O.O.O.O
E_HOMO   -10.1 eV
Relative energy (zero: lowest compared OMol25 entry of this formula, charge and spin)   26.0 kcal/mol
Largest force on an atom   2.67 eV/Å
Lowest unoccupied orbital energy   0.11 eV

***

Entry from the Open Molecules 2025 dataset: 7 unconnected molecules or ions with the total composition C4H19NO8S in a non-equilibrium geometry (ωB97M-V/def2-TZVPD).

Each line ends with the Löwdin charge.
CARTESIAN COORDINATES (ANGSTROEM)
O (-1.27, 0.13, 2.16)  -0.03
C (-2.07, 0.64, 1.33)  -0.19
N (-2.01, 0.11, -0.02)  0.01
C (-1.21, -1.17, -0.12)  -0.32
C (-1.92, -2.31, -0.85)  -0.59
S (-0.97, -3.74, -1.14)  0.74
C (0.08, -0.69, -0.73)  -0.19
O (0.80, -1.48, -1.33)  -0.01
H (-2.66, 1.42, 1.36)  0.09
H (-3.00, 0.16, -0.39)  0.17
H (-1.20, -1.58, 1.03)  0.16
H (-2.33, -2.01, -1.88)  0.09
H (-2.90, -2.61, -0.37)  0.10
H (0.21, -3.48, -1.78)  -0.10
H (0.36, 0.31, -0.33)  0.12
H (-0.31, -1.72, 2.47)  -0.01
H (-0.79, -3.23, 2.50)  0.08
O (-0.52, -2.44, 3.11)  -0.11
H (0.42, 1.31, -3.12)  0.10
H (1.53, 0.47, -2.35)  0.02
O (1.43, 1.11, -3.07)  -0.08
H (2.08, -0.09, 2.96)  0.05
H (0.62, 0.31, 3.20)  0.03
O (1.36, 0.41, 2.58)  -0.06
H (2.86, 2.91, -1.96)  0.05
H (1.46, 2.88, -2.50)  -0.03
O (2.01, 3.37, -1.89)  -0.08
H (3.37, 0.84, 0.91)  -0.02
H (3.01, 2.05, 1.36)  0.03
O (3.80, 1.51, 1.36)  -0.03
H (-0.37, 2.64, -1.35)  0.06
H (-1.20, 2.15, -0.21)  0.04
O (-0.68, 1.81, -0.94)  -0.07

Calculated values
Structure (SMILES)   O=CN[C@H](C=O)CS.O.O.O.O.O.O
E_HOMO   -9.2 eV
Relative energy (zero: lowest compared OMol25 entry of this formula, charge and spin)   38.8 kcal/mol
Largest force on an atom   10.23 eV/Å
Lowest unoccupied orbital energy   -0.10 eV

***

Entry from the Open Molecules 2025 dataset: C4H2 in the gas phase (ωB97M-V/def2-TZVPD).

Each line ends with the Löwdin charge.
CARTESIAN COORDINATES (ANGSTROEM)
C (0.70, -0.09, -0.27)  -0.17
C (1.86, -0.04, 0.08)  0.13
C (-0.66, -0.07, -0.50)  -0.17
C (-1.86, 0.01, -0.56)  0.13
H (2.84, 0.04, 0.48)  0.03
H (-2.92, 0.13, -0.52)  0.03

Calculated values
Structure (SMILES)   C#CC#C
E_HOMO   -9.8 eV
Relative energy (zero: lowest compared OMol25 entry of this formula, charge and spin)   1.4 kcal/mol
Largest force on an atom   0.53 eV/Å
Lowest unoccupied orbital energy   1.10 eV

***

The records above yield E_tot values of -800.055089 -628.902800 -917.688279 -594.705742 -594.611974 -745.251674 -1218.539625 -153.478797 hartree, respectively.